# C48H120N8O16

A 8-piece molecular cluster, C48H120N8O16 overall (ωB97M-V with the def2-TZVPD basis set, the OMol25 dataset).

```
192
Properties=species:S:1:pos:R:3
C 8.09 3.42 -5.60
O 6.87 2.77 -5.73
C 6.85 1.45 -6.25
C 5.54 1.27 -7.01
N 4.47 1.16 -6.05
C 3.21 0.97 -6.77
C 1.93 1.18 -5.87
O 2.02 2.44 -5.25
C 0.97 2.62 -4.34
H 8.34 3.62 -6.64
H 8.87 2.91 -5.04
H 8.02 4.41 -5.17
H 6.94 0.75 -5.42
H 7.72 1.36 -6.90
H 5.68 0.36 -7.60
H 5.54 2.15 -7.64
H 4.42 1.97 -5.44
H 3.16 -0.08 -7.07
H 3.15 1.57 -7.67
H 1.95 0.33 -5.20
H 1.13 1.04 -6.60
H 0.66 1.69 -3.88
H 0.05 3.04 -4.74
H 1.21 3.26 -3.49
C 5.36 3.19 2.85
O 5.59 1.86 3.11
C 6.67 1.20 2.46
C 8.11 1.51 3.08
N 9.13 0.90 2.17
C 10.48 0.63 2.62
C 11.27 1.90 2.80
O 11.32 2.66 1.57
C 12.17 3.70 1.69
H 4.56 3.64 3.44
H 5.12 3.34 1.79
H 6.27 3.74 3.12
H 6.60 1.45 1.40
H 6.41 0.14 2.47
H 8.22 1.21 4.12
H 8.28 2.58 3.00
H 9.10 1.24 1.21
H 11.00 -0.04 1.94
H 10.50 0.02 3.52
H 12.25 1.49 3.05
H 10.78 2.49 3.58
H 12.62 4.00 0.74
H 13.03 3.52 2.34
H 11.62 4.58 2.02
C 1.81 5.55 4.39
O 1.06 4.28 4.55
C 0.94 3.54 3.31
C 0.17 2.26 3.69
N -0.38 1.74 2.40
C -1.42 0.75 2.58
C -2.68 1.32 3.33
O -2.64 1.33 4.74
C -3.91 1.70 5.27
H 1.27 6.26 3.76
H 2.76 5.27 3.94
H 1.90 6.07 5.34
H 1.85 3.17 2.84
H 0.39 4.16 2.60
H -0.62 2.50 4.41
H 0.79 1.50 4.15
H 0.33 1.37 1.79
H -1.00 -0.13 3.06
H -1.60 0.47 1.54
H -3.44 0.61 2.99
H -3.02 2.26 2.90
H -4.65 1.02 4.83
H -4.15 2.72 4.95
H -3.96 1.70 6.35
C -4.92 -5.21 2.39
O -3.81 -4.42 1.99
C -2.68 -5.25 1.65
C -1.46 -4.35 1.38
N -0.71 -4.06 2.62
C 0.37 -3.13 2.29
C 1.01 -2.64 3.66
O 2.38 -2.54 3.37
C 3.17 -2.15 4.52
H -5.10 -6.06 1.74
H -5.78 -4.54 2.46
H -4.71 -5.74 3.32
H -2.92 -5.98 0.88
H -2.47 -5.76 2.59
H -1.77 -3.42 0.92
H -0.78 -4.88 0.71
H -1.37 -3.60 3.22
H -0.10 -2.27 1.80
H 1.10 -3.63 1.66
H 0.84 -3.38 4.45
H 0.53 -1.69 3.90
H 4.20 -2.07 4.18
H 3.20 -2.89 5.33
H 2.81 -1.18 4.87
C 3.97 -1.90 -2.96
O 3.24 -2.82 -2.14
C 3.49 -4.10 -2.54
C 2.80 -5.10 -1.54
N 1.42 -4.98 -1.30
C 0.63 -5.44 -2.46
C -0.88 -5.40 -2.35
O -1.46 -5.12 -3.63
C -2.88 -5.04 -3.68
H 5.03 -2.11 -2.86
H 3.82 -0.87 -2.62
H 3.69 -2.05 -4.00
H 4.56 -4.25 -2.43
H 3.19 -4.29 -3.57
H 3.33 -4.86 -0.62
H 3.12 -6.13 -1.68
H 1.14 -4.02 -1.15
H 0.80 -6.48 -2.74
H 0.87 -4.90 -3.37
H -1.05 -4.62 -1.60
H -1.39 -6.33 -2.10
H -3.24 -6.02 -3.36
H -3.26 -4.82 -4.68
H -3.25 -4.40 -2.88
C 2.94 0.61 1.81
O 1.83 0.62 0.92
C 2.14 0.32 -0.42
C 0.87 -0.39 -0.95
N 0.95 -0.61 -2.39
C -0.06 -1.50 -2.93
C -1.47 -1.17 -2.45
O -1.85 -1.41 -1.08
C -3.16 -0.93 -0.70
H 3.74 1.24 1.42
H 3.30 -0.40 2.04
H 2.70 1.04 2.78
H 3.00 -0.34 -0.50
H 2.51 1.18 -0.98
H -0.09 0.08 -0.74
H 0.96 -1.40 -0.53
H 1.76 -1.18 -2.59
H 0.19 -2.55 -2.77
H -0.06 -1.42 -4.01
H -2.16 -1.83 -2.97
H -1.71 -0.13 -2.69
H -3.89 -1.29 -1.43
H -3.21 0.16 -0.60
H -3.41 -1.37 0.27
C -6.04 -1.29 2.84
O -6.05 0.09 2.60
C -6.57 0.50 1.33
C -6.52 2.06 1.26
N -7.42 2.65 2.13
C -7.12 4.10 2.37
C -8.14 4.70 3.41
O -7.69 4.54 4.72
C -8.58 4.95 5.71
H -5.71 -1.43 3.87
H -5.39 -1.86 2.17
H -7.02 -1.77 2.79
H -7.57 0.09 1.23
H -5.85 0.13 0.61
H -6.73 2.46 0.27
H -5.49 2.38 1.46
H -7.47 2.29 3.07
H -7.25 4.65 1.44
H -6.06 4.27 2.52
H -9.10 4.19 3.38
H -8.34 5.75 3.23
H -8.77 6.02 5.72
H -8.14 4.70 6.67
H -9.49 4.36 5.59
C -6.09 -3.75 -0.99
O -6.30 -2.70 -1.93
C -7.66 -2.25 -2.09
C -7.61 -1.06 -3.13
N -6.75 0.02 -2.68
C -6.66 1.07 -3.72
C -5.62 2.08 -3.32
O -4.35 1.43 -3.00
C -3.41 2.37 -2.42
H -5.98 -3.31 0.00
H -5.20 -4.31 -1.25
H -6.93 -4.46 -0.98
H -7.95 -1.89 -1.11
H -8.25 -3.10 -2.44
H -8.59 -0.63 -3.35
H -7.14 -1.47 -4.03
H -5.85 -0.43 -2.73
H -7.59 1.56 -4.01
H -6.38 0.52 -4.61
H -6.01 2.57 -2.43
H -5.52 2.91 -4.02
H -3.70 2.78 -1.45
H -3.12 3.24 -3.00
H -2.48 1.81 -2.30
```

Results
SMILES string = COCCNCCOC.COCCNCCOC.COCCNCCOC.COCCNCCOC.COCCNCCOC.COCCNCCOC.COCCNCCOC.COCCNCCOC
Energy relative to the best compared isomer or geometry (same formula, charge and spin) = 455.8 kJ/mol
Electronic energy = -3542.19421 a.u.
Orbital gap = 0.309 Ha
Total charge = 0
E_LUMO = 0.606 eV
HOMO energy = -7.80 eV

Atomic partial charges in e from the Mulliken method, atoms 1 to 4: -0.812 -0.291 -0.643 -0.593